Record 1
3 unconnected molecules or ions with the total composition C39H65NO10 at a distorted geometry, computed with the ωB97M-V functional and the def2-TZVPD basis.

Computed properties:
SMILES string: CCOC(=O)CCC[C@@]1(OC[C@H](C)C(C)C)[C@@H](CC(=O)O)C(=O)N[C@]1(CCC(C)C)Cc1cccc(C)c1.CCOC(C)=O.CCOC(C)=O
HOMO energy (eV): -8.86
LUMO level (eV): 0.62
2S+1: 1
Largest force on an atom (eV/Å): 2.903
Electronic energy (Eh): -2332.20321

Each line ends with the Löwdin charge.
Cartesian coordinates (Å):
C -3.174688 -0.134908 5.559167  -0.06
C -3.395291 -0.356788 4.066937  -0.24
O -4.187116 0.690388 3.524604  -0.03
C -4.392330 0.599316 2.173710  -0.49
O -5.003451 -0.312383 1.717997  0.16
C -3.885887 1.729310 1.336550  -0.05
C -2.440190 2.172674 1.701041  -0.13
C -1.540303 2.292738 0.463023  -0.06
C -0.105029 1.714713 0.655751  -0.27
O 0.240885 1.415844 1.993228  -0.05
C 0.934126 2.343349 2.806864  -0.15
C 0.321375 3.723291 3.091915  -0.29
C 1.520341 4.639486 3.417696  -0.06
C -0.660026 3.852809 4.286209  -0.35
C -1.185323 2.563604 4.895761  -0.07
C -1.861816 4.765968 3.904878  -0.05
C -0.203463 0.251547 0.071942  -0.12
C -1.197308 -0.752029 0.645297  0.00
C -2.315243 -1.168197 -0.276958  -0.50
O -2.863365 -0.468774 -1.061066  0.14
O -2.699334 -2.472320 -0.117054  0.09
C 0.052073 0.290063 -1.397580  -0.45
O -0.229765 -0.525364 -2.233278  0.11
N 0.782306 1.431537 -1.591514  0.13
C 0.932650 2.281522 -0.386933  -0.28
C 0.636947 3.694251 -0.981557  -0.12
C 0.982688 4.908866 -0.117016  -0.18
C 1.941812 5.896855 -0.809108  -0.42
C 2.663255 6.709946 0.259055  -0.08
C 1.181539 6.837954 -1.765581  -0.06
C 2.461140 2.261335 -0.051918  -0.05
C 3.028767 0.898622 0.315214  -0.19
C 2.994125 -0.209527 -0.532390  -0.05
C 3.450333 -1.451290 -0.111618  -0.05
C 4.016187 -1.628088 1.150971  -0.04
C 4.144967 -0.518019 1.995244  -0.26
C 4.807098 -0.680275 3.337125  -0.05
C 3.636711 0.713517 1.569643  0.00
H -2.124953 -0.299652 5.787644  0.07
H -3.404025 0.883549 5.850016  0.07
H -3.725956 -0.860318 6.145607  0.07
H -2.418551 -0.430850 3.586123  0.10
H -3.862758 -1.327585 3.920616  0.12
H -4.580818 2.547789 1.524698  0.13
H -3.984211 1.454317 0.294450  0.11
H -2.063240 1.485305 2.441467  0.08
H -2.534951 3.155730 2.137772  0.08
H -1.998292 1.747730 -0.356058  0.11
H -1.528889 3.339027 0.165989  0.10
H 1.068528 1.838839 3.761093  0.13
H 1.949056 2.497049 2.463056  0.07
H -0.089463 4.116410 2.165865  0.10
H 2.295958 4.575889 2.657525  0.05
H 1.215559 5.674673 3.530065  0.09
H 1.990350 4.272676 4.329032  0.09
H -0.161904 4.400786 5.080523  0.12
H -1.979153 2.096278 4.322416  0.05
H -0.420106 1.821108 5.106335  0.08
H -1.620485 2.807301 5.864675  0.09
H -1.771706 5.760921 4.328451  0.07
H -1.945096 4.881169 2.828067  0.06
H -2.788401 4.297201 4.223293  0.08
H 0.755247 -0.151119 0.410676  0.15
H -1.652557 -0.445887 1.581277  0.11
H -0.644309 -1.656885 0.884085  0.13
H -1.900825 -3.014936 -0.178988  0.06
H 1.581673 1.365364 -2.198349  0.14
H 1.257838 3.737755 -1.872595  0.11
H -0.379520 3.726499 -1.353974  0.11
H 0.069565 5.460651 0.111629  0.11
H 1.424282 4.653582 0.838469  0.06
H 2.679829 5.287208 -1.330338  0.12
H 3.363761 6.101881 0.829042  0.07
H 1.950478 7.146924 0.955842  0.08
H 3.240773 7.515749 -0.188180  0.07
H 1.591623 7.839530 -1.707838  0.07
H 1.262255 6.478714 -2.789009  0.07
H 0.125249 6.845198 -1.515742  0.07
H 2.743600 2.951023 0.734566  0.10
H 2.987467 2.625916 -0.934198  0.13
H 2.585280 -0.141306 -1.524638  0.10
H 3.356448 -2.308174 -0.761868  0.11
H 4.356724 -2.595017 1.487520  0.11
H 4.181987 -1.198542 4.056622  0.08
H 5.726875 -1.242874 3.198502  0.08
H 5.109739 0.286734 3.728002  0.07
H 3.706272 1.557559 2.244142  0.11
O 0.220107 -3.778919 -0.674337  0.10
C -0.495123 -4.226226 -1.532782  -0.52
O -1.646822 -4.818833 -1.162067  -0.02
C -2.660846 -5.196288 -2.101602  -0.22
C -2.369279 -6.546916 -2.717610  -0.06
C -0.107437 -4.195472 -2.991046  0.03
H -2.796416 -4.420406 -2.856178  0.12
H -3.583161 -5.231722 -1.524562  0.13
H -1.435927 -6.531548 -3.279383  0.05
H -3.176316 -6.844121 -3.388778  0.08
H -2.263533 -7.303634 -1.940027  0.09
H 0.532351 -5.053376 -3.199963  0.08
H 0.449575 -3.278287 -3.170861  0.09
H -0.949755 -4.206788 -3.677394  0.08
O 0.669486 -7.543511 -4.109414  0.10
C 0.703511 -7.718541 -5.296831  -0.52
O 0.600023 -6.648234 -6.106401  0.00
C 0.806442 -6.711674 -7.520577  -0.23
C -0.451848 -7.116462 -8.259760  -0.06
C 0.775858 -9.103877 -5.894781  0.02
H 1.652268 -7.358359 -7.757618  0.11
H 1.094648 -5.702151 -7.807692  0.12
H -0.777854 -8.118555 -7.980627  0.07
H -0.282862 -7.097297 -9.336411  0.08
H -1.264404 -6.430626 -8.020810  0.08
H -0.230870 -9.517269 -5.936705  0.10
H 1.382846 -9.722584 -5.239047  0.09
H 1.219695 -9.140752 -6.886363  0.07

Cartesian forces (eV/Å) of the 2 atoms listed first:
C 0.30 -0.19 -0.18
C 0.15 -0.75 0.69

Record 2
A molecular structure, C39H66BrGeN2O6SiTi at a distorted geometry, computed with the ωB97M-V functional and the def2-TZVPD basis.

Computed properties:
Expectation value of S²: 3.793
HOMO energy (alpha / beta) (eV): -4.97 / -7.66
LUMO level (alpha / beta) (eV): -0.90 / -1.84
2S+1: 4
ΔE to the lowest compared entry with this formula, charge and spin (eV): 3.939
Largest force on an atom (eV/Å): 3.433
Electronic energy (Eh): -7876.56851

Each line ends with the Löwdin spin population.
Cartesian coordinates (Å):
Ti 0.852513 -0.649030 1.500846  0.83
C 3.360177 -1.473656 -2.873870  0.00
C 4.024547 -0.304612 -2.149037  0.00
C 3.206565 0.968352 -2.386616  0.00
C 5.464108 -0.116665 -2.639048  0.00
O 4.064775 -0.620406 -0.766670  0.00
Ge 3.678653 -0.950376 0.897896  0.01
O 2.012343 -1.379448 2.758062  0.04
C 2.121524 -2.218484 3.860974  0.01
C 3.546406 -2.803938 3.893029  0.00
C 1.856101 -1.427780 5.157640  0.00
C 1.110438 -3.380515 3.782337  0.01
O 2.344746 0.642294 1.154521  0.02
C 2.590191 1.883048 1.787287  0.00
C 4.016062 2.356256 1.473066  0.00
C 2.427628 1.764875 3.311848  0.00
C 1.578559 2.900262 1.228657  0.00
H 3.261699 -1.263066 -3.934778  0.00
H 2.374757 -1.641122 -2.449524  0.00
H 3.952514 -2.375054 -2.740070  0.00
H 3.239139 1.248827 -3.439047  0.00
H 3.605380 1.791681 -1.798457  0.00
H 2.170862 0.802974 -2.100686  0.00
H 5.473744 0.048186 -3.712858  0.00
H 6.042644 -1.007173 -2.410994  0.00
H 5.922145 0.734512 -2.144195  0.00
H 4.275790 -1.993307 3.889202  0.00
H 3.707656 -3.414706 3.004889  0.00
H 3.690072 -3.415072 4.780067  0.00
H 2.612445 -0.660888 5.302979  0.00
H 1.863833 -2.098984 6.013857  0.00
H 0.882517 -0.941301 5.089673  0.00
H 1.246621 -3.938172 2.856596  0.00
H 0.091131 -2.986842 3.811270  0.00
H 1.250276 -4.061041 4.620018  0.00
H 4.742698 1.667842 1.905612  0.00
H 4.180896 3.346580 1.889099  0.00
H 4.163614 2.385790 0.395723  0.00
H 3.126363 1.019679 3.693198  0.00
H 1.410264 1.451305 3.552444  0.00
H 2.629995 2.719926 3.794241  0.00
H 1.648413 2.930769 0.141541  0.00
H 1.772483 3.893539 1.624481  0.00
H 0.566553 2.603962 1.509287  0.00
C -1.348403 3.965838 3.950924  0.00
O -0.990208 2.695403 3.474201  -0.01
C -1.970989 1.759834 3.272070  0.01
C -3.311346 1.913028 3.569550  0.12
C -4.206297 0.863348 3.315831  0.00
C -3.793464 -0.316856 2.765904  0.08
C -2.431623 -0.523970 2.428639  0.07
C -1.995812 -1.710635 1.850272  0.33
N -0.696803 -1.919478 1.508089  0.29
N -0.427547 -3.037991 0.867906  0.25
C 0.842951 -3.112026 0.421001  0.24
O 1.519622 -2.001436 0.300566  0.13
C 1.355794 -4.411218 0.102012  0.01
C 0.489325 -5.522131 0.166622  0.06
C 0.972056 -6.795549 -0.010865  0.00
C 2.325900 -6.999026 -0.258021  0.08
C 3.189793 -5.910782 -0.334469  0.00
C 2.720752 -4.627544 -0.160430  0.06
C -1.494395 0.546226 2.710963  0.16
O -0.225295 0.407486 2.456742  0.08
H -1.908481 4.526870 3.191494  0.00
H -1.935729 3.914476 4.874224  0.00
H -0.406230 4.475967 4.152558  0.00
H -3.684654 2.828936 4.002837  0.01
H -5.246894 1.013065 3.562713  0.00
H -4.498443 -1.111947 2.573634  0.00
H -2.694509 -2.522210 1.664190  0.01
H -0.552298 -5.342410 0.378464  0.00
H 0.300141 -7.638963 0.057423  0.00
H 2.713553 -7.998116 -0.379724  0.01
H 4.244257 -6.079970 -0.516672  0.00
H 3.395274 -3.777016 -0.181361  0.00
C -1.524442 3.664736 -1.000016  0.00
C -2.832959 2.970932 -1.390280  0.00
C -3.707012 3.973231 -2.156589  0.00
C -3.522677 2.608435 -0.073472  0.00
Si -2.502156 1.383772 -2.491918  0.02
Br -0.228006 0.276427 -0.585342  0.02
C -3.635894 -0.214304 -2.433865  0.00
C -4.331419 -0.367060 -1.079130  0.00
C -4.713001 -0.146597 -3.526827  0.00
C -2.811279 -1.489117 -2.638733  0.00
C -1.533661 1.685960 -4.173057  0.00
C -0.427793 2.728646 -3.992766  0.00
C -2.473857 2.169179 -5.286360  0.00
C -0.842405 0.398378 -4.630547  0.00
H -1.736569 4.451925 -0.278148  0.00
H -1.031282 4.116724 -1.850108  0.00
H -0.847002 2.954349 -0.543033  0.00
H -3.888318 4.855879 -1.543611  0.00
H -4.667494 3.538327 -2.423107  0.00
H -3.210956 4.292595 -3.069387  0.00
H -3.586288 3.493648 0.558771  0.00
H -2.949049 1.856629 0.460750  0.00
H -4.531538 2.242732 -0.226000  0.00
H -5.056971 0.420865 -0.908160  0.00
H -3.603915 -0.363864 -0.273642  0.00
H -4.863789 -1.317352 -1.051492  0.00
H -5.330392 0.741808 -3.415513  0.00
H -5.359513 -1.022553 -3.470638  0.00
H -4.260810 -0.128614 -4.514500  0.00
H -1.999984 -1.538692 -1.921217  0.00
H -2.393253 -1.545954 -3.635871  0.00
H -3.450255 -2.359273 -2.495555  0.00
H -0.838688 3.719851 -3.832036  0.00
H 0.180760 2.768334 -4.894909  0.00
H 0.210745 2.456924 -3.158961  0.00
H -2.962006 3.099523 -5.010686  0.00
H -3.245429 1.435557 -5.498300  0.00
H -1.909483 2.338146 -6.202530  0.00
H -0.276276 -0.033672 -3.811901  0.00
H -0.156316 0.622278 -5.446119  0.00
H -1.559203 -0.328961 -4.996975  0.00

Cartesian forces (eV/Å) of the 2 atoms listed first:
Ti 0.88 0.94 0.30
C 0.14 0.14 0.24